A | DFT (ωB97M-V with the def2-TZVPD basis set) results for a cluster of 3 separate species, C5H11N3O in total.

Cartesian coordinates (Å):
C  1.198  2.302  -0.304
C  -2.180  0.488  -0.026
N  0.469  1.617  0.733
C  0.319  -0.456  -0.188
C  -0.866  -0.117  -0.156
N  1.496  -1.047  -0.138
C  -0.872  -3.156  -0.559
O  1.472  1.190  1.668
N  -1.412  -2.081  -0.882
H  0.975  1.115  2.492
H  2.165  -0.853  -0.871
H  1.912  -1.067  0.790
H  1.981  1.678  -0.768
H  0.479  2.592  -1.072
H  1.690  3.200  0.092
H  -2.816  0.207  -0.867
H  -2.668  0.137  0.884
H  -2.112  1.576  -0.014
H  0.045  -3.191  0.068
H  -1.275  -4.130  -0.883

## Properties
- Kohn-Sham gap (alpha / beta) (eV) = 7.79 / 7.61
- HOMO energy (alpha / beta) (eV) = -7.0 / -6.8


B | DFT (ωB97M-V with the def2-TZVPD basis set) results for the molecule C5H11N3O.

Cartesian coordinates (Å):
C  0.682  1.095  0.939
C  1.011  0.158  2.106
C  0.275  -2.172  -1.837
C  -0.253  0.397  -0.023
C  -0.658  -1.096  -1.904
N  0.163  2.363  1.441
O  -1.495  0.230  0.448
N  0.130  -0.021  -1.185
N  -1.753  -0.883  -2.523
H  -2.029  -0.284  -0.186
H  1.596  1.303  0.379
H  -0.706  2.225  1.947
H  -0.013  3.020  0.689
H  -1.982  0.111  -2.563
H  1.729  0.648  2.763
H  1.439  -0.781  1.750
H  0.110  -0.070  2.678
H  1.040  -0.758  -1.489
H  0.506  -2.536  -0.838
H  0.210  -2.948  -2.592

## Properties
- Kohn-Sham gap (eV) = 8.26
- HOMO energy (eV) = -7.7


C | DFT (ωB97M-V with the def2-TZVPD basis set) results for a cluster of 2 separate species, C5H11N3O in total.

Cartesian coordinates (Å):
C  -1.557  -0.360  0.087
C  2.384  -0.427  -0.765
N  0.999  -0.264  -0.322
C  0.429  -1.165  0.741
C  0.090  0.449  -0.897
N  0.426  -0.532  1.983
N  -2.111  0.868  0.634
C  -0.074  1.553  -1.608
O  0.589  -2.370  0.586
H  0.302  -1.210  2.725
H  -0.127  0.323  2.016
H  -2.855  0.798  1.320
H  -2.466  1.473  -0.101
H  -1.842  -1.158  0.774
H  -1.969  -0.683  -0.876
H  3.018  0.257  -0.199
H  2.464  -0.199  -1.828
H  2.704  -1.456  -0.600
H  0.496  2.444  -1.373
H  -0.901  1.660  -2.298

## Properties
- Kohn-Sham gap (eV) = 7.74
- HOMO energy (eV) = -7.3


Which of them is the most stable? Correct choice: B.


A | DFT (ωB97M-V with the def2-TZVPD basis set) results for a cluster of 2 separate species, C4H7NO5 in total.

Cartesian coordinates (Å):
C  -1.141  -1.143  0.357
C  0.189  -0.362  0.333
N  -1.679  -1.204  -0.993
O  0.944  -0.678  -0.790
O  0.860  -0.605  1.496
H  0.354  -1.152  -1.405
H  -2.310  -1.990  -1.098
H  -2.185  -0.359  -1.230
H  -1.803  -0.689  1.105
H  -0.890  -2.152  0.689
C  2.305  1.905  -0.153
C  -0.208  1.231  0.205
O  2.805  1.314  0.711
O  2.038  2.476  -1.119
O  -0.312  1.961  1.148
H  1.653  -0.031  1.539
H  -0.620  1.478  -0.796

## Properties
- Kohn-Sham gap (eV) = 9.95
- HOMO energy (eV) = -9.5
- structure (SMILES) = NCC(O)(O)C=O.O=C=O


B | DFT (ωB97M-V with the def2-TZVPD basis set) results for a structure of composition C4H7NO5.

Cartesian coordinates (Å):
N  -1.522  -0.236  1.825
C  -0.192  -0.378  1.712
O  0.438  -1.334  2.136
C  0.507  0.719  0.870
O  1.653  0.236  0.240
C  1.374  -0.466  -0.943
C  0.558  0.448  -1.844
O  0.931  1.374  -2.507
O  -0.356  1.274  -0.089
H  -2.038  -0.865  2.426
H  -1.984  0.607  1.509
H  0.819  1.521  1.552
H  2.312  -0.754  -1.437
H  0.786  -1.376  -0.735
O  -1.005  -0.165  -2.110
H  -1.242  0.521  -0.613
H  -1.037  -1.123  -1.992

## Properties
- Kohn-Sham gap (eV) = 10.27
- HOMO energy (eV) = -10.0


Which of them is the most stable? Correct choice: A.


A | DFT (ωB97M-V with the def2-TZVPD basis set) results for the ion C4H10NO2 with charge -1.

Cartesian coordinates (Å):
C  1.362  -0.554  0.880
O  2.653  -0.657  0.529
C  0.372  -0.680  -0.333
C  -1.042  -0.122  -0.191
C  -1.126  1.369  -0.047
O  -1.650  -0.798  0.943
N  1.002  -0.204  -1.575
H  0.965  -1.332  1.591
H  1.175  0.421  1.410
H  0.196  -1.761  -0.448
H  -1.616  -0.492  -1.051
H  -2.153  1.744  -0.153
H  -0.596  1.915  -0.828
H  -0.743  1.693  0.923
H  -2.140  -0.174  1.442
H  1.646  0.552  -1.305
H  1.693  -0.921  -1.786

## Properties
- net charge = -1
- Kohn-Sham gap (eV) = 6.04
- HOMO energy (eV) = -2.3
- structure (SMILES) = C[C@H](O)[C@@H](N)C[O-]


B | DFT (ωB97M-V with the def2-TZVPD basis set) results for a structure of composition C4H10NO2.

Cartesian coordinates (Å):
C  -0.085  -0.537  0.786
C  -1.453  -0.809  0.197
C  -1.608  -1.576  -1.203
O  -2.125  -0.878  -2.270
N  1.038  0.119  0.155
C  1.833  1.454  1.312
O  2.179  2.532  0.776
H  -0.171  -0.099  1.874
H  0.499  -1.605  1.181
H  -2.190  -1.295  0.823
H  -1.761  0.173  0.014
H  -0.574  -1.991  -1.535
H  -2.211  -2.502  -0.982
H  0.985  0.315  -0.815
H  1.712  -0.488  -0.232
H  1.288  1.562  2.311
H  2.593  0.661  1.684

## Properties
- net charge = -1
- Kohn-Sham gap (eV) = 6.14
- HOMO energy (eV) = -2.6


Which of them is the most stable? Correct choice: A.


A | DFT (ωB97M-V with the def2-TZVPD basis set) results for a cluster of 2 separate species, C4H10NO2 in total.

Cartesian coordinates (Å):
O  -1.129  2.009  0.441
C  -1.949  1.592  1.289
O  -2.043  0.462  1.796
H  -2.692  2.346  1.683
C  1.116  -0.770  0.790
C  0.942  -0.601  -0.713
C  -0.427  -1.104  -1.141
N  1.069  0.786  -1.152
H  1.052  -1.824  1.088
H  2.065  -0.362  1.125
H  0.292  -0.244  1.274
H  1.689  -1.156  -1.267
H  -0.540  -0.958  -2.223
H  -0.571  -2.161  -0.899
H  -1.197  -0.528  -0.619
H  1.953  1.146  -0.798
H  0.369  1.366  -0.675

## Properties
- net charge = -1
- Kohn-Sham gap (eV) = 8.55
- HOMO energy (eV) = -4.3


B | DFT (ωB97M-V with the def2-TZVPD basis set) results for the ion C4H10NO2 with charge -1.

Cartesian coordinates (Å):
C  0.552  0.668  0.438
C  1.026  -0.690  0.968
C  0.539  -1.928  0.188
O  1.324  -3.008  0.346
N  -0.907  0.811  0.347
C  -1.496  1.092  -0.976
O  -0.659  1.870  -1.819
H  0.918  1.436  1.106
H  1.171  0.849  -0.448
H  2.123  -0.682  1.055
H  0.812  -0.726  2.041
H  -0.527  -2.079  0.547
H  0.463  -1.605  -0.890
H  -1.270  -0.087  0.644
H  -2.375  1.710  -0.764
H  -1.758  0.181  -1.516
H  0.063  2.187  -1.269

## Properties
- net charge = -1
- Kohn-Sham gap (eV) = 5.94
- HOMO energy (eV) = -2.3
- structure (SMILES) = [O-]CCCNCO


Which of them is the most stable? Correct choice: A.